<P>
ORCA calculation (ωB97M-V/def2-TZVPD) on one molecule with the formula C17H22ClN3O2.

XYZ file:
```
45
Properties=species:S:1:pos:R:3
C -2.7845 -0.3908 1.6057
C -3.1574 -0.5302 0.1615
C -3.8321 -1.6502 -0.2899
C -4.1797 -1.7741 -1.6260
Cl -5.0261 -3.1836 -2.1619
C -3.8582 -0.7781 -2.5277
C -3.1800 0.3473 -2.0895
C -2.8252 0.4814 -0.7543
O -2.1578 1.5564 -0.2255
C -1.9115 2.6963 -1.0270
C -0.6594 2.5958 -1.9069
C 0.6640 2.7026 -1.1329
C 1.3079 1.3552 -0.8268
O 2.4161 1.0607 -1.2264
N 0.5504 0.5394 -0.0688
C 0.9566 -0.7916 0.3171
C 1.3850 -0.8474 1.7873
C 2.7575 -0.1946 2.0040
N 3.8214 -1.0345 1.5308
C 4.3676 -2.0937 2.2029
C 5.2986 -2.6320 1.3642
N 5.3307 -1.9347 0.1989
C 4.4398 -0.9910 0.3253
H -2.8838 0.6449 1.9221
H -3.4186 -1.0187 2.2253
H -1.7494 -0.6935 1.7616
H -4.0948 -2.4315 0.4062
H -4.1302 -0.8737 -3.5664
H -2.9367 1.1105 -2.8107
H -1.7902 3.5149 -0.3100
H -2.7901 2.9157 -1.6438
H -0.7134 3.4150 -2.6258
H -0.6761 1.6599 -2.4681
H 1.3901 3.2610 -1.7245
H 0.5096 3.2390 -0.1939
H -0.3628 0.8571 0.2269
H 1.7945 -1.0797 -0.3231
H 0.1243 -1.4803 0.1409
H 1.4303 -1.8892 2.1096
H 0.6444 -0.3299 2.4014
H 2.8028 0.7551 1.4658
H 2.9107 -0.0031 3.0710
H 4.0620 -2.3559 3.1957
H 5.9462 -3.4707 1.5248
H 4.2073 -0.2556 -0.4195
```

Summary:
Gap between HOMO and LUMO ... 8.94 eV
SMILES string ... Cc1cc(Cl)ccc1OCCCC(=O)NCCCn1ccnc1
HOMO ... -8.44 eV

=====

<Q>
ORCA calculation (ωB97M-V/def2-TZVPD) on one molecule with the formula C17H22ClN3O2.

XYZ file:
```
45
Properties=species:S:1:pos:R:3
C -1.0352 1.6333 1.9889
C -1.1428 2.4499 0.7070
C -2.4668 2.2542 -0.0505
N -2.7857 0.9402 -0.5680
C -1.8964 0.4130 -1.5761
C -0.6278 -0.1791 -1.0499
N 0.5620 0.3366 -1.0959
C 1.3330 -0.5835 -0.4386
C 2.7569 -0.4208 -0.2325
C 3.4876 -1.3951 0.4455
C 4.8445 -1.2332 0.6391
C 5.4715 -0.0937 0.1534
Cl 7.1690 0.1092 0.3941
C 4.7560 0.8840 -0.5222
C 3.3986 0.7182 -0.7139
N 0.6360 -1.6098 -0.0199
O -0.6403 -1.3580 -0.4155
C -3.3544 -0.0333 0.3396
C -4.5456 -0.7775 -0.3051
C -5.6336 0.1904 -0.7803
C -6.5510 0.2676 0.4379
C -6.4434 -1.1535 0.9895
O -5.1436 -1.6206 0.6699
H -0.1175 1.8858 2.5161
H -1.8762 1.8375 2.6487
H -1.0165 0.5668 1.7805
H -0.3081 2.2108 0.0474
H -1.0706 3.5116 0.9554
H -3.2946 2.5478 0.6007
H -2.4636 2.9372 -0.9087
H -2.4298 -0.3654 -2.1308
H -1.6251 1.2200 -2.2599
H 2.9766 -2.2709 0.8126
H 5.4186 -1.9818 1.1620
H 5.2607 1.7626 -0.8922
H 2.8202 1.4635 -1.2368
H -3.7258 0.4845 1.2239
H -2.6367 -0.7921 0.6766
H -4.1804 -1.4155 -1.1186
H -6.1705 -0.2304 -1.6307
H -5.2061 1.1486 -1.0648
H -6.1669 0.9874 1.1610
H -7.5747 0.5344 0.1866
H -7.1858 -1.8108 0.5148
H -6.5721 -1.2085 2.0736
```

Summary:
Gap between HOMO and LUMO ... 8.91 eV
SMILES string ... CCCN(Cc1nc(-c2ccc(Cl)cc2)no1)C[C@@H]1CCCO1
HOMO ... -8.52 eV

=====

Verdict on stability: <P> comes out on top.

=====

<P>
ORCA calculation (ωB97M-V/def2-TZVPD) on one molecule with the formula C3H6S2.

XYZ file:
```
11
Properties=species:S:1:pos:R:3
C -0.9946 0.0201 -0.9244
C 0.2763 0.1391 0.0270
S 0.4829 1.8630 0.2648
C 0.4113 -0.8069 1.2266
S 1.6500 -1.0362 -0.0165
H -1.0312 -0.8328 -1.5099
H -0.9567 0.9235 -1.5074
H -1.8504 -0.0576 -0.3424
H 1.3305 1.9421 -0.7603
H 0.9251 -0.4866 2.1399
H -0.2433 -1.6676 1.4026
```

Summary:
Gap between HOMO and LUMO ... 9.72 eV
SMILES string ... C[C@@]1(S)CS1
HOMO ... -8.89 eV

=====

<Q>
ORCA calculation (ωB97M-V/def2-TZVPD) on one molecule with the formula C3H6S2.

XYZ file:
```
11
Properties=species:S:1:pos:R:3
C -2.0551 1.2154 0.0507
S -1.7230 -0.4958 -0.1679
C -0.0743 -0.7391 0.5391
C 1.1301 -0.5243 -0.3889
S 2.4441 0.3930 0.0193
H -2.0950 1.4407 1.1325
H -3.0038 1.3946 -0.3250
H -1.4202 2.0600 -0.5012
H 0.1071 -0.3597 1.5642
H -0.0356 -1.8120 0.7735
H 0.9062 -0.7900 -1.4726
```

Summary:
Gap between HOMO and LUMO ... 8.35 eV
SMILES string ... CSCC=S
HOMO ... -8.79 eV

=====

Verdict on stability: <P> comes out on top.

=====

<P>
ORCA calculation (ωB97M-V/def2-TZVPD) on one molecule with the formula C2H7N3.

XYZ file:
```
12
Properties=species:S:1:pos:R:3
H 0.0941 1.0292 -1.6311
N 0.0545 1.7919 -0.8074
C -0.4579 1.4036 0.4133
N -0.8752 0.1354 0.8242
N -0.5273 -0.8851 -0.1598
C 0.8506 -1.2740 -0.0355
H -0.4774 2.4457 1.0260
H -1.8956 -0.1742 1.2198
H -0.4175 -0.4145 -1.2182
H 1.6442 -0.3959 0.2286
H 1.1990 -1.8821 -0.9232
H 0.8085 -1.7800 1.0633
```

Summary:
Gap between HOMO and LUMO ... 10.43 eV
SMILES string ... [H]/N=C\NNC
HOMO ... -9.40 eV

=====

<Q>
ORCA calculation (ωB97M-V/def2-TZVPD) on a 2-piece molecular cluster, C2H7N3 overall.

XYZ file:
```
12
Properties=species:S:1:pos:R:3
H -1.9306 -1.0407 0.4728
N -1.0169 -0.6530 0.6087
C -0.1139 -1.1953 1.3146
N 1.0854 -0.5989 1.4874
H 0.0052 -2.2040 1.8035
H 1.2592 0.2983 1.0416
H 1.9098 -0.9844 1.9040
C -0.3875 1.0290 -2.1590
N 0.3890 1.5620 -1.3175
H -0.2239 1.0864 -3.2774
H -1.1272 0.2409 -1.8959
H -0.1101 1.4391 -0.3715
```

Summary:
Gap between HOMO and LUMO ... 10.43 eV
SMILES string ... [H]/N=C/N.C=N
HOMO ... -9.42 eV

=====

Verdict on stability: <Q> comes out on top.